{
  "formula": "HO2S2",
  "method": "ωB97M-V/def2-TZVPD",
  "homo_lumo_gap_ev": [5.59, 6.91],
  "s_squared": 2.006,
  "e_tot_ev": -25779.877,
  "spin_multiplicity": 3,
  "charge": -1,
  "relative_energy_kj_mol": 22.87,
  "elements": ["O", "O", "S", "S", "H"],
  "coordinates": [[-0.29277, -1.16895, -1.09162], [-0.07624, -0.71849, 1.32021], [1.63471, 1.42666, -0.11511], [-0.04533, -0.20284, -0.03570], [-1.22037, 0.66362, -0.07778]],
  "atomic_forces_ev_per_a": [[-0.18, -0.89, -0.93], [0.12, -0.39, 1.11], [1.58, 1.43, 0.00], [-2.17, 0.35, -0.18], [0.64, -0.50, 0.00]],
  "mulliken_charge": [-0.5875, -0.5763, -0.4557, 0.5621, 0.0575]
}